The following is a DFT calculation (ωB97M-V with the def2-TZVPD basis set) of a structure of composition C32H61F3NO25P5S4 in a non-equilibrium geometry.

## Properties
E_LUMO   -0.0717 Ha
Charge   0
HOMO   -8.334 eV
Gap between HOMO and LUMO   6.383 eV

Last column: Löwdin charge in e.
Atoms and positions in Å:
O -0.6420 -3.2181 6.3815  -0.33
S 0.6665 -2.7214 6.1111  1.02
O 0.4649 -1.1827 5.6721  -0.32
C 0.8112 -0.7774 4.3163  -0.21
C -0.3378 -1.0118 3.3356  -0.26
C -1.7003 -0.7621 3.9938  -0.47
S -2.8699 -0.6411 2.6227  0.94
C -4.4578 -0.5718 3.4113  -1.05
S -4.6843 0.4240 4.6664  0.76
N -5.5463 -1.3636 2.9387  -0.09
C -5.5609 -2.6983 3.4790  -0.21
C -5.2630 -2.9149 4.8236  -0.04
C -5.2922 -4.1882 5.3618  -0.08
C -5.6046 -5.2936 4.5915  -0.10
C -5.9266 -5.0871 3.2617  -0.08
C -5.8993 -3.8125 2.7221  -0.03
C -5.7077 -1.2926 1.5015  -0.28
C -6.7872 -0.5744 1.0158  -0.01
C -6.9779 -0.4329 -0.3484  -0.08
C -6.1009 -0.9927 -1.2609  -0.08
C -5.0253 -1.7272 -0.7829  -0.06
C -4.8374 -1.8625 0.5795  -0.09
O 1.0953 -3.4300 4.5433  -0.45
S 1.3895 -4.9769 4.6001  0.61
O 1.5628 -5.4484 5.9302  -0.24
O 0.4537 -5.6652 3.7895  -0.21
C 3.0364 -5.0461 3.7667  -0.67
F 3.0106 -4.2992 2.6616  0.14
F 3.9420 -4.5783 4.6284  0.14
F 3.3445 -6.2848 3.4466  0.19
H 1.7533 -1.1982 3.9738  0.12
H 0.9657 0.2994 4.3812  0.13
H -0.1875 -0.3231 2.4995  0.11
H -0.2637 -2.0168 2.9193  0.11
H -1.6470 0.1969 4.5057  0.08
H -1.9083 -1.5917 4.6623  0.08
H -5.0161 -2.1110 5.4995  0.07
H -5.0489 -4.3075 6.4094  0.11
H -5.6101 -6.2979 4.9903  0.10
H -6.1804 -5.9167 2.6166  0.11
H -6.1373 -3.7139 1.6732  0.11
H -7.4995 -0.0905 1.6702  0.12
H -7.8042 0.1529 -0.7290  0.10
H -6.2135 -0.8770 -2.3297  0.10
H -4.2999 -2.1991 -1.4315  0.11
H -3.9954 -2.4232 0.9607  0.09
C 6.0902 -3.3873 2.5711  -0.09
O 6.1907 -2.0097 2.1512  -0.21
P 5.8542 -1.6802 0.6011  0.47
O 6.8677 -2.4129 -0.1871  -0.24
O 6.1615 -0.1106 0.7951  -0.26
C 7.5101 0.3204 0.9858  -0.09
O 4.5941 -1.4310 -0.3640  -0.25
C 4.8289 -0.6545 -1.5389  -0.09
H 5.9486 -3.4038 3.6478  0.08
H 5.2465 -3.8801 2.0990  0.07
H 7.0111 -3.9120 2.3227  0.10
H 8.2241 -0.3614 0.5237  0.09
H 7.7219 0.4033 2.0521  0.09
H 7.6135 1.3049 0.5333  0.07
H 5.7321 -0.9643 -2.0617  0.09
H 4.8925 0.4031 -1.2871  0.09
H 3.9765 -0.7992 -2.1970  0.07
C 4.6499 5.4058 0.0773  -0.10
O 5.9055 5.7709 -0.5253  -0.23
P 7.2724 5.1218 0.1109  0.55
O 7.1840 5.7756 1.4566  -0.27
O 8.2642 5.8554 -0.9126  -0.25
C 8.3258 7.2835 -0.9075  -0.09
O 8.2944 3.9185 0.5201  -0.27
C 9.5847 4.3052 0.9901  -0.10
H 3.8673 5.5738 -0.6591  0.08
H 4.6358 4.3592 0.3745  0.08
H 4.4721 6.0336 0.9482  0.09
H 8.0718 7.6847 0.0735  0.09
H 7.6494 7.6894 -1.6589  0.09
H 9.3459 7.5654 -1.1602  0.09
H 9.5075 5.1057 1.7233  0.09
H 10.2217 4.6100 0.1607  0.09
H 10.0172 3.4250 1.4619  0.09
C 1.2186 -0.6747 -1.3023  -0.11
O 0.9963 0.7196 -1.5719  -0.25
P -0.2439 1.1272 -2.6035  0.63
O 0.3401 0.4252 -3.7986  -0.26
O 0.1934 2.6895 -2.4544  -0.29
C 1.5127 3.0698 -2.8398  -0.10
O -1.6666 1.5758 -3.2907  -0.28
C -1.5985 2.4178 -4.4417  -0.10
H 1.7572 -0.7540 -0.3602  0.08
H 0.2815 -1.2216 -1.2208  0.08
H 1.8207 -1.1066 -2.0982  0.08
H 1.9044 2.4086 -3.6138  0.09
H 2.1765 3.0568 -1.9747  0.08
H 1.4578 4.0866 -3.2268  0.09
H -0.8539 2.0530 -5.1472  0.09
H -1.3812 3.4462 -4.1575  0.08
H -2.5824 2.3823 -4.9048  0.09
C -5.2203 -6.5266 -5.3673  -0.10
O -3.7875 -6.5222 -5.2032  -0.23
P -3.1827 -6.9684 -3.7476  0.55
O -3.7107 -5.8946 -2.8569  -0.26
O -1.6823 -6.6882 -4.2992  -0.28
C -1.3078 -5.3572 -4.6462  -0.10
O -2.6179 -8.0631 -2.6911  -0.26
C -1.6019 -7.6272 -1.7884  -0.10
H -5.4320 -6.6025 -6.4311  0.09
H -5.6811 -7.3687 -4.8558  0.08
H -5.6320 -5.5963 -4.9798  0.09
H -1.8770 -4.6241 -4.0734  0.08
H -1.4601 -5.1891 -5.7123  0.08
H -0.2485 -5.2460 -4.4200  0.09
H -1.8562 -6.6646 -1.3478  0.09
H -0.6396 -7.5706 -2.2935  0.09
H -1.5460 -8.3777 -1.0027  0.09
C -3.2254 9.7321 -4.1457  -0.09
O -3.7032 9.0687 -2.9564  -0.21
P -3.1894 7.5568 -2.6824  0.46
O -3.7027 6.7593 -3.8189  -0.25
O -4.0639 7.4338 -1.3333  -0.26
C -5.4839 7.3432 -1.4370  -0.10
O -1.9311 6.7651 -2.0858  -0.24
C -2.1826 5.4535 -1.5765  -0.09
H -3.3200 10.8034 -3.9879  0.09
H -2.1823 9.4960 -4.3459  0.08
H -3.8357 9.4345 -4.9964  0.09
H -5.7843 6.8960 -2.3847  0.08
H -5.9293 8.3336 -1.3394  0.08
H -5.8335 6.7169 -0.6183  0.09
H -2.8013 4.8694 -2.2563  0.09
H -2.6560 5.5091 -0.5979  0.09
H -1.2216 4.9551 -1.4660  0.08

=====

The following is a DFT calculation (ωB97M-V with the def2-TZVPD basis set) of an isolated molecule of C5H5ClF2 in a non-equilibrium geometry.

## Properties
E_LUMO   0.0207 Ha
Energy above the lowest of the compared OMol25 structures with the same formula, charge and spin   2.8765 eV
Charge   0
Structure (SMILES)   F/C=C/C=C/[C@H](F)Cl
HOMO   -9.748 eV
Gap between HOMO and LUMO   10.311 eV

Last column: Löwdin charge in e.
Atoms and positions in Å:
F -3.8484 -0.4235 -0.4828  0.00
C -2.5527 0.0573 -0.3679  -0.16
C -1.5342 -0.3167 0.2588  -0.13
C -0.1590 0.1782 -0.0679  -0.10
C 0.9481 -0.5120 0.1717  -0.15
C 2.2068 0.3196 0.1834  -0.65
F 2.3215 1.5793 -0.3459  -0.02
Cl 3.4608 -0.8969 -0.4747  0.54
H -2.4460 1.0609 -0.9393  0.15
H -1.5596 -1.2697 0.7104  0.11
H -0.4005 1.3423 -0.1660  0.17
H 1.0832 -1.6871 0.3562  0.16
H 2.4800 0.5683 1.1641  0.09

=====

The following is a DFT calculation (ωB97M-V with the def2-TZVPD basis set) of a structure of composition C31H34Br33FN3P in a non-equilibrium geometry.

## Properties
E_LUMO   -0.0375 Ha
Charge   0
HOMO   -8.043 eV
Gap between HOMO and LUMO   7.023 eV

Last column: Löwdin charge in e.
Atoms and positions in Å:
C 8.6260 1.9011 1.0512  -0.09
C 7.9289 1.3999 -0.2983  -0.16
C 8.6731 0.4714 -1.3220  -0.14
C 7.9428 -0.0236 -2.6286  -0.25
C 6.4905 0.4166 -2.9742  -0.06
C 5.7543 1.3311 -1.9573  -0.01
C 6.4495 1.8052 -0.6216  -0.13
C 5.5454 2.7133 0.3579  -0.12
C 5.1881 4.0735 -0.4587  -0.02
C 6.4298 4.9211 -0.8986  -0.11
F 7.7741 4.5695 -0.6148  0.00
C 6.1521 6.2583 -1.6629  -0.24
P 7.5672 7.4204 -2.2301  0.71
N 8.4710 7.6613 -0.9000  -0.35
C 4.6989 6.6751 -1.9825  -0.01
C 3.4279 5.8351 -1.5353  -0.18
N 2.1413 6.3725 -1.8952  0.07
C 1.1305 5.5075 -1.3802  -0.04
C 1.3478 4.1949 -0.5662  -0.15
C 0.0602 3.3991 -0.0421  -0.16
C 0.3857 2.0429 0.7447  -0.36
C 1.1786 2.2622 2.1411  -0.10
C -1.0678 1.4090 1.1676  -0.15
N 2.6419 3.6741 -0.2701  0.13
C 3.6970 4.5190 -0.7655  -0.11
H 8.1632 2.8577 1.4799  0.06
H 9.7481 2.1119 0.8667  0.09
H 8.5317 1.1053 1.8886  0.09
H 9.7492 0.1900 -1.0540  0.06
H 8.4850 -0.7003 -3.3559  0.01
H 6.0381 0.0429 -3.9538  0.09
H 4.6729 1.6338 -2.2317  0.10
H 4.5783 2.1430 0.5697  0.10
H 6.0748 2.9452 1.3525  0.11
H 7.0465 8.6761 -2.7177  0.00
H 8.3336 6.8375 -3.2978  -0.01
H 8.4574 8.6671 -0.6724  -0.06
H 4.5223 7.6428 -2.5739  0.09
H 0.0357 5.8149 -1.5882  0.12
H -0.6057 3.1995 -0.9474  0.03
H -0.4711 4.1014 0.7135  0.13
H 0.8716 1.2315 0.0765  0.14
H 2.2956 2.0399 1.9478  0.06
H 1.0195 3.3185 2.5515  0.09
H 0.8532 1.5233 2.9635  0.07
H -1.7652 2.3307 1.3121  -0.03
H -1.0396 0.8769 2.1779  0.07
H -1.5426 0.7982 0.3208  0.07
C -3.9064 2.5526 -1.8017  -1.55
Br -3.7738 2.9585 0.0925  0.64
Br -2.4917 3.3956 -2.8284  0.62
Br -3.9886 0.6421 -2.1211  0.56
H -4.8476 2.9759 -2.1521  -0.07
C -7.6146 2.5122 -0.1651  -1.62
Br -7.2506 4.2478 -0.9546  0.58
Br -8.7078 2.6606 1.4295  0.55
Br -8.3802 1.2800 -1.4537  0.55
H -6.6557 2.0951 0.1437  -0.09
C -5.1004 -3.5050 -2.4327  -1.57
Br -3.7574 -2.9126 -1.1649  0.52
Br -6.6029 -2.2805 -2.5140  0.50
Br -4.3408 -3.8332 -4.1872  0.57
H -5.4846 -4.4575 -2.0686  -0.03
C 9.0602 -3.9548 -2.7417  -1.56
Br 9.0577 -2.2368 -1.8354  0.78
Br 9.2762 -5.4308 -1.4991  0.55
Br 7.4901 -4.1777 -3.8598  0.56
H 9.9260 -3.9663 -3.4028  -0.03
C -1.6404 -5.5886 1.5319  -1.61
Br -1.0307 -5.5996 -0.3084  0.54
Br -1.4781 -3.8310 2.3364  0.52
Br -3.4388 -6.2930 1.7005  0.53
H -0.9835 -6.2557 2.0887  -0.14
C -2.2549 -10.0357 2.9004  -1.58
Br -2.5197 -10.2333 0.9888  0.56
Br -0.8924 -8.7153 3.3068  0.59
Br -3.9201 -9.6646 3.8242  0.53
H -1.8908 -10.9925 3.2721  -0.03
C -4.3121 -0.4891 2.7246  -1.59
Br -4.3215 1.2125 3.6565  0.56
Br -4.0531 -1.9741 3.9450  0.55
Br -5.8970 -0.7207 1.6286  0.55
H -3.4567 -0.4781 2.0491  -0.04
C -11.9562 4.0271 4.1496  -1.62
Br -10.2129 4.8460 4.3806  0.54
Br -12.7427 4.4792 2.4350  0.55
Br -11.8932 2.1087 4.4310  0.55
H -12.6073 4.4411 4.9182  -0.03
C 2.7598 -5.1157 3.0431  -1.59
Br 3.1285 -3.3837 2.2517  0.57
Br 1.6660 -4.9627 4.6382  0.55
Br 1.9879 -6.3458 1.7567  0.57
H 3.7162 -5.5357 3.3516  -0.03
C -7.6731 -7.5786 1.3806  -1.60
Br -6.7669 -8.4029 -0.1238  0.54
Br -7.3424 -8.5364 3.0350  0.55
Br -7.2403 -5.6942 1.5372  0.54
H -8.7425 -7.6442 1.1833  -0.03
C -9.8349 -5.1944 -3.7643  -1.60
Br -8.9724 -5.7772 -5.4011  0.57
Br -9.0963 -6.0819 -2.2049  0.54
Br -9.8004 -3.2643 -3.5786  0.53
H -10.8812 -5.4892 -3.8331  -0.03

=====

The following is a DFT calculation (ωB97M-V with the def2-TZVPD basis set) of the ion C9H22BFNO3Si with charge -1.

## Properties
E_LUMO   0.1109 Ha
Charge   -1
HOMO   -5.372 eV
Gap between HOMO and LUMO   8.391 eV

Last column: Löwdin charge in e.
Atoms and positions in Å:
C 4.6602 -0.9860 0.2817  -0.12
C 4.5763 -0.1125 -0.9703  -0.26
C 3.4548 0.9593 -1.0121  -0.22
C 2.8316 1.3942 0.3279  -0.12
B 1.5218 0.5902 0.8522  -0.82
F 1.8431 -0.6652 1.4695  0.03
C 0.3704 0.3316 -0.2662  -0.08
C -0.9066 -0.2639 0.3202  -0.25
O -2.0896 0.3783 -0.2163  -0.22
Si -3.4892 -0.4703 -0.2602  0.37
C -4.8374 0.7500 -0.6887  -0.17
C -3.8756 -1.2609 1.3895  -0.16
C -3.4131 -1.7817 -1.6063  -0.16
O 0.9342 1.3879 2.0692  -0.01
N 0.3071 2.4946 1.7558  -0.12
O -0.1728 3.0647 2.7042  -0.05
H 5.5541 -1.6171 0.2334  0.06
H 3.7927 -1.6385 0.3674  0.07
H 4.7202 -0.3970 1.1954  0.06
H 5.5480 0.3621 -1.1428  0.09
H 4.4304 -0.7903 -1.8194  0.09
H 2.6657 0.6073 -1.6824  0.09
H 3.8799 1.8414 -1.5047  0.09
H 2.5196 2.4420 0.2273  0.09
H 3.5943 1.3992 1.1168  0.09
H 0.1014 1.2310 -0.8289  0.10
H 0.7817 -0.3764 -0.9967  0.09
H -0.9324 -0.1417 1.4059  0.11
H -0.9646 -1.3383 0.0968  0.11
H -4.9640 1.4871 0.1065  0.03
H -5.7878 0.2285 -0.8362  0.02
H -4.5901 1.2736 -1.6150  0.03
H -4.0887 -0.4796 2.1242  0.03
H -3.0292 -1.8397 1.7668  0.03
H -4.7426 -1.9242 1.3282  0.03
H -2.6948 -1.4825 -2.3733  0.03
H -4.3911 -1.8914 -2.0845  0.02
H -3.1180 -2.7659 -1.2348  0.02

=====

The lowest charge belongs to which entry?
C9H22BFNO3Si

=====

HOMO of number 2 (C5H5ClF2)?
-9.748 eV